No. 1
{
  "formula": "CH4NOPS2",
  "method": "ωB97M-V with the def2-TZVPD basis set",
  "species": ["N", "P", "S", "S", "C", "O", "H", "H", "H", "H"],
  "xyz": [[-0.4368, 0.8061, 1.3014], [0.3007, -0.0424, 0.1069], [2.0614, 0.6339, -0.3322], [0.2466, -2.0139, 1.0272], [-0.6891, 0.0459, -1.5137], [-1.1885, -0.9096, -2.0761], [0.2312, 1.2179, 1.8543], [-1.1862, 1.5685, 1.1402], [1.3834, -2.2779, 0.6778], [-0.7227, 0.9715, -2.1859]],
  "forces_ev_per_a": [[-4.5, 1.5, -1.2], [1.0, -0.7, -0.3], [-0.1, -0.4, -0.1], [-4.2, 2.0, 0.5], [-1.3, -0.9, -2.1], [0.7, 0.5, 1.4], [2.1, 1.0, 1.8], [1.6, -2.0, -0.1], [4.2, -1.0, -1.4], [0.6, -0.1, 1.6]],
  "mulliken_charge": [-0.587, 0.550, -0.397, -0.219, -0.007, -0.379, 0.258, 0.283, 0.143, 0.355],
  "multiplicity": 1,
  "homo_lumo_gap_ev": 9.0250,
  "total_energy_ev": -35598.498,
  "homo_energy_ev": -9.20,
  "relative_energy_kcal_mol": 20.29,
  "smiles": "N[P@@](=S)(S)C=O",
  "lumo_ev": -0.2
}


No. 2
{
  "formula": "H4O2",
  "method": "ωB97M-V with the def2-TZVPD basis set",
  "species": ["O", "H", "H", "O", "H", "H"],
  "xyz": [[-1.2929, -0.0480, -0.1354], [-1.7868, -0.2080, 0.6913], [-1.4756, 0.9141, -0.1411], [1.5254, 0.1461, 0.0164], [0.7771, -0.3836, -0.2241], [2.2528, -0.4207, -0.2071]],
  "forces_ev_per_a": [[-1.1, 1.1, 1.0], [0.4, -0.8, -0.4], [0.6, -0.4, -0.7], [0.4, 0.5, 0.2], [-1.1, -0.2, -0.1], [0.8, -0.2, -0.1]],
  "mulliken_charge": [-0.663, 0.322, 0.328, -0.620, 0.323, 0.311],
  "multiplicity": 1,
  "homo_lumo_gap_ev": 11.9675,
  "total_energy_ev": -4159.778,
  "homo_energy_ev": -11.11,
  "relative_energy_kcal_mol": 3.70,
  "smiles": "O.O",
  "lumo_ev": 0.9
}


No. 3
{
  "formula": "C6H7N3O2",
  "method": "ωB97M-V with the def2-TZVPD basis set",
  "species": ["C", "C", "C", "C", "C", "C", "N", "N", "N", "O", "O", "H", "H", "H", "H", "H", "H", "H"],
  "xyz": [[-0.8428, 1.0253, -0.4538], [-1.6999, 0.1349, 0.1187], [1.6985, -1.0521, -0.3622], [-0.8342, -1.0799, 0.6811], [0.4484, -1.5420, -0.1979], [2.8158, 0.9365, 0.0475], [0.5580, 1.0870, -0.4343], [1.5718, 0.2866, -0.1490], [-3.1135, 0.0420, -0.0114], [-3.5912, 1.0602, -0.4549], [-3.6904, -0.9794, 0.2940], [-1.2430, 1.9602, -1.1050], [-1.5618, -1.8943, 0.6887], [-0.3586, -0.7439, 1.6424], [0.3414, -2.5473, -0.5461], [3.5808, 0.3713, -0.5335], [2.9538, 1.8603, -0.3648], [2.9668, 1.0745, 1.1405]],
  "forces_ev_per_a": [[-0.4, 2.0, -2.4], [5.1, -2.7, 0.2], [-3.1, 0.6, 0.6], [0.6, 1.1, -0.2], [-1.5, -1.9, 0.7], [2.3, -1.0, 1.1], [0.4, 1.2, 0.9], [-1.8, 1.1, -1.6], [0.8, 0.7, -0.4], [-1.3, 0.4, -0.2], [0.0, 0.0, 0.0], [0.9, -2.3, 1.8], [0.6, -0.2, 0.8], [-1.0, -0.7, -0.5], [-0.6, -0.5, -0.5], [-0.4, -0.1, 1.4], [-0.8, 2.8, -1.1], [0.3, -0.5, -0.7]],
  "mulliken_charge": [0.013, 0.083, -0.497, -0.729, -0.132, -0.977, -0.652, 0.679, 0.898, -0.569, -0.578, 0.307, 0.418, 0.318, 0.385, 0.330, 0.412, 0.291],
  "multiplicity": 1,
  "homo_lumo_gap_ev": [7.0721, 7.0852],
  "total_energy_ev": -14890.873,
  "homo_energy_ev": [-9.16, -9.18],
  "relative_energy_kcal_mol": 222.73,
  "lumo_ev": [-2.1, -2.1]
}


No. 4
{
  "formula": "C54H72F8O9Zn",
  "method": "ωB97M-V with the def2-TZVPD basis set",
  "species": ["Zn", "C", "O", "O", "C", "F", "F", "F", "C", "C", "H", "H", "H", "H", "H", "H", "C", "C", "O", "H", "H", "H", "H", "H", "F", "C", "C", "C", "C", "C", "C", "H", "H", "H", "H", "H", "F", "C", "C", "C", "C", "C", "C", "H", "H", "H", "H", "H", "F", "C", "C", "C", "C", "C", "C", "H", "H", "H", "H", "H", "F", "C", "C", "C", "C", "C", "C", "H", "H", "H", "H", "H", "F", "C", "C", "C", "C", "C", "C", "H", "H", "H", "H", "H", "C", "C", "O", "C", "H", "H", "H", "H", "H", "H", "C", "C", "O", "C", "H", "H", "H", "H", "H", "H", "C", "C", "O", "C", "H", "H", "H", "H", "H", "H", "C", "C", "O", "C", "H", "H", "H", "H", "H", "H", "C", "C", "O", "C", "H", "H", "H", "H", "H", "H", "C", "C", "O", "C", "H", "H", "H", "H", "H", "H"],
  "xyz": [[-41.9427, -3.8682, -17.4622], [-40.9186, -5.3311, -19.3863], [-40.4651, -5.2427, -18.0232], [-41.8177, -4.3340, -19.4551], [-39.7563, -5.2316, -20.3563], [-40.1734, -5.0185, -21.6048], [-38.8660, -4.2554, -20.0201], [-39.1088, -6.4324, -20.3062], [-40.0052, -6.4180, -17.3804], [-40.0195, -6.2296, -15.8691], [-41.0271, -6.1823, -15.4499], [-39.5387, -7.0946, -15.4013], [-39.5305, -5.2870, -15.6118], [-38.9785, -6.6882, -17.6668], [-40.5799, -7.3142, -17.6529], [-41.4579, -6.2759, -19.5909], [-42.2006, -2.0865, -13.6113], [-42.9529, -2.6792, -14.8011], [-42.1026, -3.4432, -15.5913], [-42.7859, -1.3611, -13.0495], [-41.2557, -1.6440, -13.9286], [-41.9456, -2.9454, -12.9874], [-43.4804, -1.8877, -15.3646], [-43.7251, -3.3829, -14.4295], [-35.5953, -10.8043, -20.6348], [-36.8560, -10.3627, -20.5422], [-37.3871, -9.5219, -21.5013], [-38.7026, -9.0832, -21.4211], [-39.5111, -9.5626, -20.3955], [-38.9717, -10.4524, -19.4828], [-37.6413, -10.8255, -19.5049], [-36.7240, -9.0942, -22.2496], [-39.1209, -8.3445, -22.0886], [-40.5585, -9.2915, -20.3406], [-39.6517, -10.8583, -18.7420], [-37.2645, -11.5095, -18.7575], [-32.9969, -7.8890, -18.7447], [-33.9305, -7.6251, -17.8185], [-35.2243, -8.0712, -18.0359], [-36.1921, -7.8248, -17.0850], [-35.8870, -7.0539, -15.9883], [-34.6110, -6.5083, -15.8257], [-33.6266, -6.8568, -16.7284], [-35.4276, -8.6129, -18.9533], [-37.1764, -8.2741, -17.1417], [-36.6102, -6.8508, -15.2114], [-34.3969, -5.8857, -14.9667], [-32.5835, -6.5526, -16.6737], [-36.2639, -1.7459, -10.9578], [-37.0957, -2.7047, -11.3789], [-38.1538, -2.4272, -12.2186], [-39.0109, -3.4418, -12.5956], [-38.7914, -4.7385, -12.1621], [-37.6637, -5.0230, -11.3869], [-36.8333, -4.0081, -10.9871], [-38.2519, -1.4442, -12.6716], [-39.9005, -3.2575, -13.1832], [-39.4558, -5.5442, -12.4437], [-37.4319, -6.0690, -11.2246], [-35.9173, -4.2255, -10.4470], [-39.1717, -5.1894, -25.2144], [-40.1862, -4.5022, -25.7316], [-40.5259, -4.6872, -27.0612], [-41.4515, -3.8548, -27.6514], [-42.0988, -2.9025, -26.8693], [-41.8357, -2.8091, -25.5082], [-40.8794, -3.6221, -24.9442], [-40.0100, -5.4331, -27.6576], [-41.7494, -3.9821, -28.6819], [-42.8751, -2.3028, -27.3328], [-42.3687, -2.1041, -24.8858], [-40.5838, -3.4208, -23.9207], [-42.6171, -9.6946, -11.7438], [-42.5658, -8.3504, -11.5977], [-41.9660, -7.5529, -12.5594], [-41.9524, -6.1739, -12.3578], [-42.4705, -5.6287, -11.1876], [-43.1152, -6.4467, -10.2575], [-43.1834, -7.8069, -10.4859], [-41.4703, -7.9966, -13.4166], [-41.6152, -5.5204, -13.1599], [-42.4869, -4.5722, -10.9570], [-43.4179, -6.0149, -9.3138], [-43.6057, -8.4818, -9.7478], [-39.6235, -10.3936, -14.5267], [-38.7227, -11.3149, -15.3177], [-38.4764, -11.1048, -16.4781], [-38.2760, -12.5946, -14.6766], [-40.2790, -11.0865, -13.9849], [-40.1565, -9.7381, -15.2093], [-39.1098, -9.8319, -13.7430], [-37.1783, -12.5563, -14.7032], [-38.5088, -13.4582, -15.2992], [-38.5843, -12.7725, -13.6510], [-34.1195, -3.1945, -17.6551], [-35.4386, -2.5204, -17.9171], [-35.4977, -1.3147, -17.8493], [-36.6228, -3.3374, -18.3415], [-34.1089, -4.1655, -18.1598], [-33.9041, -3.4026, -16.6059], [-33.3289, -2.5498, -18.0278], [-36.5313, -3.5149, -19.4176], [-37.5392, -2.7608, -18.3009], [-36.6917, -4.2436, -17.7418], [-42.6216, -11.3699, -16.7082], [-42.9627, -10.0110, -16.1481], [-42.7246, -8.9645, -16.6877], [-43.6376, -10.0816, -14.7925], [-43.5162, -11.9935, -16.6344], [-41.8787, -11.8800, -16.0892], [-42.2826, -11.3280, -17.7395], [-42.7877, -10.1640, -14.0977], [-44.3434, -10.8886, -14.6269], [-44.1026, -9.1452, -14.4810], [-39.1527, -0.4255, -17.8455], [-39.7897, -1.5360, -17.0601], [-40.6479, -2.1968, -17.5748], [-39.3938, -1.7492, -15.6176], [-39.3884, -0.5660, -18.9005], [-38.0599, -0.4315, -17.7773], [-39.4815, 0.5650, -17.5258], [-39.9792, -2.5671, -15.2188], [-39.5550, -0.7544, -15.1878], [-38.3271, -1.9770, -15.5683], [-44.9655, -6.5266, -15.7496], [-44.4259, -5.9806, -17.0343], [-43.3239, -5.5615, -17.1935], [-45.4004, -6.0023, -18.1784], [-45.3848, -7.5256, -15.8718], [-45.8309, -5.9009, -15.4965], [-44.2330, -6.5312, -14.9459], [-46.2762, -6.6235, -18.0135], [-44.8716, -6.2385, -19.1053], [-45.7947, -5.0009, -18.4028], [-42.4986, -7.5577, -22.6822], [-43.4575, -6.4202, -22.3976], [-44.4645, -6.6542, -21.8274], [-43.2363, -5.0910, -23.0658], [-42.9102, -8.1159, -23.5275], [-42.4392, -8.1703, -21.7871], [-41.5180, -7.2281, -23.0330], [-44.1523, -4.5184, -22.9979], [-42.9036, -5.2714, -24.0905], [-42.3883, -4.5987, -22.5829]],
  "forces_ev_per_a": [[-0.1, 0.0, 0.1], [-2.4, 1.1, 0.4], [1.0, -1.1, 0.2], [0.1, 0.8, -0.1], [0.6, 0.0, 0.9], [0.3, -0.1, 0.0], [-0.6, -0.7, -0.5], [0.2, 0.7, -0.4], [0.6, -1.2, 0.7], [-0.4, 0.1, -0.1], [-0.1, 0.1, -0.3], [0.3, 0.2, 0.0], [0.2, -0.2, 0.2], [-0.1, 0.5, -0.2], [-0.4, 0.4, -0.1], [0.7, -0.5, 0.3], [0.0, -0.6, -0.2], [-0.4, -0.5, -0.4], [0.5, -0.1, -0.6], [-0.1, 0.0, 0.1], [-0.3, 0.2, 0.0], [0.0, 0.2, 0.4], [0.1, 0.0, 0.1], [-0.2, 0.5, 0.2], [0.4, 0.2, -0.1], [-1.0, -0.3, 0.2], [0.6, 0.9, -0.5], [-0.2, -0.2, 0.6], [0.3, -0.2, -0.5], [-0.8, 0.1, 0.3], [0.0, -0.3, 0.0], [-0.1, -0.3, 0.0], [0.3, -0.1, -0.3], [0.1, 0.1, 0.1], [0.3, 0.0, 0.2], [0.1, 0.0, 0.0], [0.2, 0.0, 0.0], [-1.3, 0.0, -0.3], [0.4, -0.4, -0.7], [-0.3, -0.3, 0.1], [0.5, 0.8, 0.8], [-0.4, -0.6, 0.1], [1.3, 0.4, -0.1], [-0.1, -0.1, 0.2], [0.0, 0.0, -0.3], [-0.3, 0.0, -0.1], [0.1, 0.0, 0.0], [-0.2, 0.2, 0.3], [0.1, 0.4, -0.1], [-0.3, -0.8, -0.1], [0.3, 0.9, -0.4], [-0.5, -0.7, 0.3], [0.4, -0.1, 0.2], [-0.7, -0.4, -0.8], [0.8, 0.1, 0.3], [-0.1, 0.0, 0.4], [0.3, 0.2, -0.1], [0.0, 0.1, -0.1], [0.1, 0.1, 0.4], [-0.1, 0.1, 0.1], [0.4, -0.5, 0.3], [-0.6, 0.1, -0.6], [0.8, -0.3, -0.4], [-0.6, 0.2, 0.5], [-0.5, -0.1, -0.1], [-0.4, 0.1, -0.7], [0.6, 0.8, 0.8], [0.0, 0.0, 0.2], [0.2, 0.0, -0.1], [0.1, 0.1, 0.1], [0.0, 0.1, 0.0], [0.0, -0.4, 0.0], [0.2, 0.1, -0.1], [-0.3, 0.5, -0.1], [0.2, -0.2, 0.2], [-0.4, 0.2, -0.1], [-0.7, -0.2, 0.2], [0.9, 0.1, -0.3], [0.2, -0.5, 0.5], [-0.2, 0.0, -0.1], [0.2, -0.1, 0.2], [0.3, 0.1, -0.4], [-0.4, -0.1, -0.1], [-0.1, 0.1, -0.1], [0.1, -0.7, 0.3], [-0.8, 0.0, 0.0], [0.3, 0.2, -0.3], [1.2, -0.3, 0.1], [-0.3, 0.4, -0.1], [-0.1, 0.1, 0.1], [0.2, 0.0, -0.2], [-0.1, -0.1, 0.2], [-0.3, 0.1, -0.1], [-0.2, 0.2, 0.0], [0.1, -0.8, -0.4], [0.1, 0.5, 0.2], [-0.3, 0.4, 0.1], [0.0, 0.3, -0.1], [0.2, 0.1, 0.0], [-0.4, 0.2, 0.1], [0.1, 0.0, -0.1], [0.3, -0.6, 0.2], [-0.1, 0.2, 0.4], [-0.1, -0.3, -0.4], [-0.1, -0.2, -0.1], [-0.8, -0.7, 0.5], [0.3, 0.4, -0.3], [0.6, 0.8, 0.6], [0.0, 0.0, -0.2], [0.1, 0.2, 0.0], [0.1, 0.1, 0.0], [-0.3, -0.4, 0.1], [0.2, -0.3, -0.2], [0.0, 0.1, -0.4], [0.6, 0.0, -0.5], [0.8, 0.7, 0.8], [-0.7, -0.5, -1.2], [0.4, 0.3, -1.2], [-0.2, 0.1, 0.1], [0.0, -0.1, 0.3], [-0.1, -0.1, 0.1], [-0.2, 0.2, 0.2], [0.0, -0.3, 0.6], [0.1, 0.1, 0.0], [-0.1, 0.1, 0.4], [-2.2, -1.0, -0.3], [1.8, 0.5, 0.3], [-0.2, 0.6, -0.8], [0.2, -0.1, -0.2], [0.2, 0.0, 0.2], [0.0, 0.1, 0.0], [0.1, -0.3, 0.0], [-0.1, -0.4, 0.1], [0.2, 0.0, 0.4], [0.5, 0.5, -0.2], [1.4, 0.2, -2.1], [-2.2, -0.5, 1.9], [0.7, -0.4, 0.2], [-0.2, -0.2, 0.2], [0.1, -0.3, -0.1], [0.1, 0.1, 0.3], [0.0, 0.2, -0.1], [-0.3, 0.1, -0.1], [-0.2, 0.2, 0.1]],
  "mulliken_charge": [-0.434, 0.428, 1.156, -0.987, 0.007, -0.044, -0.232, -0.097, -0.380, -0.389, -0.286, 0.522, 0.144, -0.059, 0.106, 0.107, -0.191, -0.666, 0.791, 0.454, -0.050, -0.301, 0.351, 0.170, -0.396, 0.310, -0.450, -0.295, -0.311, -0.561, -0.311, 0.405, 0.391, 0.402, 0.342, 0.458, -0.328, 0.246, -0.473, -0.169, -0.799, -0.531, -0.553, 0.413, 0.686, 0.578, 0.497, 0.418, -0.329, 0.203, -0.356, 0.259, -0.616, -0.751, -0.536, 0.466, 0.179, 0.519, 0.397, 0.404, -0.303, 0.234, -0.361, -0.478, -0.414, -0.375, -0.381, 0.415, 0.368, 0.352, 0.413, 0.535, -0.355, 0.171, 0.335, -0.095, -0.799, -0.597, -0.551, 0.483, 0.266, 0.376, 0.367, 0.405, -0.506, 0.491, -0.430, -1.287, 0.381, -0.230, 0.532, 0.356, 0.321, 0.371, -1.004, 0.508, -0.584, -0.310, 0.257, 0.201, 0.390, 0.458, -0.178, 0.237, -1.286, 0.801, -0.296, -0.630, 0.452, 0.240, 0.244, -0.109, 0.523, 0.084, -1.406, 0.434, -0.236, -0.011, 0.352, 0.368, 0.387, -0.796, 0.519, 0.491, -1.111, 0.888, -0.402, -1.288, 0.402, 0.487, -0.085, 0.438, 0.218, 0.364, -0.903, 0.881, -0.616, -0.861, 0.511, 0.127, 0.112, 0.368, 0.331, 0.102],
  "multiplicity": 1,
  "homo_lumo_gap_ev": 8.5736,
  "total_energy_ev": -145750.723,
  "homo_energy_ev": -8.27,
  "lumo_ev": 0.3
}